<a>
An isolated ion of composition C5H9N2 and charge +1, computed with wB97M-V/def2-TZVPD.

Properties
- SMILES: C=CC(=C)C(N)=[NH2+]
- Gap between HOMO and LUMO: 8.808 eV
- LUMO: -4.7 eV
- Charge: +1
- Spin multiplicity: 1

Last column: natural (NBO) charge in e.
Geometry (Å):
C  2.5566  0.2519  0.7681  -0.29
C  0.5912  1.0539  -1.2561  -0.24
C  1.2624  -0.0635  0.9788  -0.22
C  0.2033  0.2575  -0.2153  -0.16
C  -1.0916  -0.2677  -0.2826  0.53
N  -2.0617  0.5882  -0.5787  -0.70
N  -1.4827  -1.3765  0.4063  -0.73
H  3.3965  0.1403  1.4680  0.23
H  2.9004  0.7541  -0.1021  0.19
H  -0.1083  1.2200  -2.0900  0.20
H  1.5545  1.6697  -1.3393  0.25
H  0.9703  -0.6405  1.7854  0.21
H  -1.8767  1.4142  -1.2287  0.45
H  -2.9966  0.2834  -0.3887  0.42
H  -0.7674  -1.9386  0.8727  0.43
H  -2.4161  -1.6229  0.7332  0.43


<b>
A 2-piece molecular cluster, C5H9N2 overall, computed with wB97M-V/def2-TZVPD.

Properties
- Gap between HOMO and LUMO (spin up / spin down): 6.288 / 9.465 eV
- LUMO (spin up / spin down): -5.5 / -4.1 eV
- Charge: +1
- Spin multiplicity: 1

Last column: natural (NBO) charge in e.
Geometry (Å):
C  0.2928  2.2505  -0.4012  0.34
C  0.5639  0.1955  1.4893  -0.46
C  -0.6900  0.5044  0.6897  -0.12
C  0.6038  -0.0129  0.0536  0.23
C  -0.4515  -3.2072  -1.1502  -0.48
N  -0.8087  1.8159  0.2728  -0.47
N  1.0765  1.1865  -0.6407  -0.51
H  0.6089  3.1919  -0.7832  0.26
H  1.1993  0.9751  2.0793  0.26
H  0.3444  -0.6339  2.1417  0.28
H  -1.5795  -0.1462  0.6706  0.28
H  -1.4927  -3.2805  -1.0284  0.16
H  0.1466  -4.0136  -0.8657  0.18
H  -0.1287  -2.4081  -1.8693  0.16
H  -1.5452  2.3090  0.5394  0.43
H  1.8602  1.2735  -1.1977  0.44


Most stable structure - <a>; separation to the second - 0.1561 hartree.


<a>
A 10-piece molecular cluster, H20O10 overall, computed with wB97M-V/def2-TZVPD.

Properties
- SMILES: O.O.O.O.O.O.O.O.O.O
- Gap between HOMO and LUMO: 10.482 eV
- LUMO: -0.2 eV
- Spin multiplicity: 1

Last column: natural (NBO) charge in e.
Geometry (Å):
H  -0.0977  -1.3494  1.2220  0.46
H  0.2977  0.1309  1.1449  0.47
H  -2.6439  2.8342  -2.9997  0.46
H  -1.4303  2.4031  -2.2128  0.47
H  3.2231  2.0863  -1.0881  0.46
H  4.3609  1.7591  -2.0466  0.46
H  -1.9387  0.7948  2.4991  0.48
H  -0.6325  0.3989  2.9737  0.46
H  1.6596  2.3098  1.9690  0.48
H  1.4455  0.8871  2.1457  0.47
H  0.5838  -2.8139  -0.2575  0.45
H  1.3453  -3.1299  -1.5574  0.46
H  -2.3569  -4.6640  -1.0538  0.47
H  -1.3671  -3.8445  -0.3658  0.46
H  5.1855  -2.2212  -0.6577  0.48
H  4.1558  -1.2607  0.1814  0.49
H  -0.2047  4.1748  0.8912  0.46
H  -0.2807  5.3083  -0.1103  0.47
H  -4.3382  -1.1520  0.2534  0.48
H  -4.9376  -0.7228  -1.1659  0.47
O  0.3961  -0.6981  0.6818  -0.95
O  -2.2524  2.9639  -2.1317  -0.93
O  3.6675  1.2751  -1.5645  -0.93
O  -1.3556  0.0266  2.4932  -0.94
O  0.9896  1.5809  1.8178  -0.94
O  0.8826  -2.3399  -1.0627  -0.91
O  -1.6906  -4.7403  -0.2786  -0.93
O  5.0023  -1.7149  0.1744  -0.97
O  -0.7622  4.5776  0.2720  -0.92
O  -5.1310  -1.1721  -0.3722  -0.95


<b>
A 10-piece molecular cluster, H20O10 overall, computed with wB97M-V/def2-TZVPD.

Properties
- SMILES: O.O.O.O.O.O.O.O.O.O
- Gap between HOMO and LUMO: 10.964 eV
- LUMO: -0.5 eV
- Spin multiplicity: 1

Last column: natural (NBO) charge in e.
Geometry (Å):
H  -0.0867  -0.1844  0.6634  0.48
H  -0.5561  -1.0672  -0.4813  0.48
H  0.8548  2.1380  3.1253  0.47
H  1.7476  1.7510  1.9578  0.46
H  0.0192  0.9139  4.6090  0.46
H  0.3142  -0.2095  5.5894  0.48
H  -3.2942  -3.5421  -2.0170  0.47
H  -2.3910  -4.7231  -2.3325  0.47
H  4.4343  -1.7863  -0.2872  0.47
H  4.3102  -0.2837  -0.0948  0.46
H  -2.9003  -0.3470  0.6819  0.49
H  -3.4207  0.2155  -0.6306  0.46
H  -0.9272  2.6184  2.8492  0.47
H  -0.6806  4.1055  2.6546  0.49
H  1.3611  -0.0671  -3.3150  0.47
H  2.2927  0.8984  -2.6009  0.47
H  2.5097  -4.0564  -3.7337  0.46
H  2.1915  -2.5769  -3.5926  0.47
H  -2.7756  3.0534  -1.8705  0.46
H  -2.9283  2.3604  -0.5264  0.47
O  -0.8040  -0.2873  0.0278  -0.96
O  1.2051  2.4739  2.2926  -0.93
O  0.0774  -0.0463  4.6694  -0.94
O  -2.6445  -3.8520  -2.6580  -0.94
O  4.7635  -0.9468  -0.6276  -0.93
O  -3.6854  0.0414  0.2796  -0.95
O  -0.7818  3.4352  3.3398  -0.95
O  2.2094  -0.0264  -2.8592  -0.94
O  2.6849  -3.1994  -4.1386  -0.93
O  -3.0993  3.1967  -0.9740  -0.94


Most stable structure - <b>; separation to the second - 0.0501 hartree.


<a>
H20O10 as an isolated structure, computed with wB97M-V/def2-TZVPD.

Properties
- Gap between HOMO and LUMO: 6.976 eV
- LUMO: -1.0 eV
- Spin multiplicity: 1

Last column: natural (NBO) charge in e.
Geometry (Å):
O  -17.8701  9.6598  20.5110  -0.97
H  -17.9646  10.4221  21.0822  0.40
H  -17.4573  8.9958  21.0633  0.43
O  -17.0017  12.8081  20.8198  -0.91
H  -17.6808  12.2725  21.2299  0.42
H  -16.2391  12.7061  21.3893  0.44
O  -21.1187  10.9256  17.8775  -0.99
H  -21.4367  11.0980  18.7637  0.41
H  -20.4724  10.2279  17.9859  0.45
O  -19.3269  11.7230  20.1095  -0.86
H  -18.9425  11.4421  20.9399  0.44
H  -19.9943  11.0639  19.9189  0.55
O  -20.4567  13.4996  20.0913  -1.03
H  -19.8297  14.1322  19.7406  0.48
H  -20.0075  12.6567  20.0287  0.42
O  -21.7994  11.1139  19.8288  -0.87
H  -22.7033  11.2036  19.5268  0.52
H  -21.7519  10.2262  20.1837  0.49
O  -18.9798  12.2245  18.2959  -1.03
H  -19.1196  11.9607  19.2053  0.41
H  -18.0282  12.2373  18.1934  0.43
O  -20.7679  10.9382  21.6636  -0.90
H  -21.6752  10.7117  21.8680  0.51
H  -20.8087  11.8469  21.3655  0.55
O  -19.8252  9.4683  20.6758  -0.98
H  -20.4260  8.7540  20.8879  0.44
H  -20.1590  10.2172  21.1696  0.40
O  -18.2541  11.2113  21.7093  -0.80
H  -18.8752  10.9111  22.3728  0.55
H  -17.4304  11.3218  22.1842  0.56


<b>
A 10-piece molecular cluster, H20O10 overall, computed with wB97M-V/def2-TZVPD.

Properties
- SMILES: O.O.O.O.O.O.O.O.O.O
- Gap between HOMO and LUMO: 10.508 eV
- LUMO: -0.3 eV
- Spin multiplicity: 1

Last column: natural (NBO) charge in e.
Geometry (Å):
O  2.8082  3.0784  0.3956  -0.98
H  1.8862  2.9204  0.3996  0.48
H  2.9012  3.8984  0.9306  0.47
O  -3.6858  -1.5196  -0.9064  -0.98
H  -3.0078  -0.9716  -1.2634  0.49
H  -4.3128  -1.0376  -0.4364  0.47
O  2.4792  0.2324  0.5226  -0.97
H  2.7052  0.9174  -0.0544  0.52
H  3.0782  -0.4826  0.4456  0.49
O  1.5652  1.0684  -2.0764  -0.92
H  0.9472  0.4254  -1.7694  0.46
H  2.3252  0.4814  -2.1704  0.46
O  0.1182  2.9864  0.7216  -0.96
H  -0.2558  2.2014  0.3736  0.50
H  -0.0328  3.6824  0.1166  0.47
O  -2.0238  0.1644  -2.1534  -0.93
H  -1.3588  -0.3356  -2.6044  0.47
H  -1.6348  0.2714  -1.3164  0.48
O  -0.7178  -1.9916  0.8356  -0.94
H  -1.5438  -2.0416  1.2886  0.50
H  -0.1368  -2.3746  1.4966  0.50
O  -2.1018  -3.7786  -0.6774  -0.98
H  -2.8438  -3.2156  -0.7484  0.48
H  -1.4298  -3.2066  -0.2694  0.46
O  -0.3438  0.4664  0.0156  -1.02
H  -0.6818  -0.3856  0.3156  0.50
H  0.5942  0.2774  0.1336  0.50
O  1.8002  -0.4756  3.0856  -0.95
H  1.8582  -0.2696  2.1166  0.49
H  1.0452  -0.9846  3.2516  0.45


Most stable structure - <b>; separation to the second - 0.7986 hartree.


<a>
H20O10 as an isolated structure, computed with wB97M-V/def2-TZVPD.

Properties
- Gap between HOMO and LUMO: 8.015 eV
- LUMO: 0.0 eV
- Spin multiplicity: 1

Last column: natural (NBO) charge in e.
Geometry (Å):
O  1.4719  -0.8775  0.9090  -0.91
H  0.9593  -0.1348  1.2282  0.46
H  2.0258  -1.1230  1.6500  0.51
O  1.6024  -1.6920  -1.0991  -1.11
H  0.6738  -1.6208  -1.3200  0.42
H  1.6884  -1.2230  -0.2691  0.43
O  0.2604  0.2026  -2.3820  -0.89
H  0.6149  -0.4099  -3.0266  0.52
H  -0.6251  -0.1170  -2.2090  0.48
O  -0.3596  -1.4539  -1.1292  -0.87
H  -0.9295  -1.7401  -1.8430  0.48
H  -0.8565  -1.6454  -0.3338  0.54
O  1.4132  1.7841  -1.4828  -1.00
H  0.9598  2.6126  -1.6384  0.45
H  0.7952  1.1139  -1.7745  0.45
O  1.2161  0.6037  2.8698  -1.01
H  0.8166  1.0438  2.1195  0.43
H  0.5176  0.5612  3.5230  0.46
O  0.7926  1.2758  0.9726  -0.90
H  0.6949  2.2031  0.7563  0.54
H  1.5895  1.0056  0.5164  0.57
O  -0.8832  0.2734  0.0770  -0.97
H  -0.3834  0.6279  0.8124  0.49
H  -0.2507  0.2201  -0.6395  0.52
O  -2.3358  -1.4939  -0.2102  -0.99
H  -3.2816  -1.6350  -0.1672  0.49
H  -2.2290  -0.5488  -0.1024  0.51
O  -2.2853  0.9772  1.3595  -0.98
H  -2.1290  0.3515  2.0668  0.44
H  -1.5437  0.8588  0.7661  0.43


<b>
A 10-piece molecular cluster, H20O10 overall, computed with wB97M-V/def2-TZVPD.

Properties
- SMILES: O.O.O.O.O.O.O.O.O.O
- Gap between HOMO and LUMO: 10.497 eV
- LUMO: -0.1 eV
- Spin multiplicity: 1

Last column: natural (NBO) charge in e.
Geometry (Å):
O  -0.5438  -2.8885  -0.6111  -0.96
H  0.3136  -2.7953  -0.1739  0.50
H  -0.5131  -3.7980  -0.8720  0.48
O  1.7282  0.6705  2.8076  -0.96
H  1.0975  0.5035  2.0944  0.49
H  2.4005  1.1586  2.3054  0.44
O  -0.4689  -0.4257  -2.0471  -0.96
H  -0.5964  -1.2734  -1.6334  0.49
H  0.3719  -0.4897  -2.5445  0.47
O  2.5618  -2.4914  -0.9501  -0.94
H  2.1902  -2.0488  -1.7266  0.47
H  3.0223  -1.7824  -0.5409  0.48
O  2.6489  0.4540  -0.8947  -0.96
H  3.2947  0.6166  -0.1553  0.47
H  2.7950  1.2842  -1.3162  0.49
O  -1.6764  -0.4121  3.0612  -0.93
H  -2.0294  -1.0577  2.4702  0.47
H  -2.3282  0.2763  3.2376  0.46
O  0.8197  2.7205  0.0427  -0.98
H  0.7228  1.7632  0.1582  0.49
H  1.0714  3.0723  0.9158  0.46
O  -2.8369  1.9266  -2.0463  -0.97
H  -2.8389  1.2719  -1.3011  0.48
H  -3.3261  1.5341  -2.7681  0.46
O  -2.3780  0.6119  0.2473  -0.92
H  -2.4911  1.3258  0.8383  0.49
H  -3.1121  0.0775  0.4936  0.48
O  0.2622  0.0869  0.6459  -0.99
H  0.4991  -0.2370  -0.2155  0.50
H  -0.6605  0.3456  0.4784  0.50


Most stable structure - <b>; separation to the second - 0.5024 hartree.